Entry 1:
119
Properties=species:S:1:pos:R:3 method="wB97M-V/def2-TZVPD" e_homo_ha=-0.2418 e_above_lowest_ev=1.642 homo_lumo_gap_ev=5.186 e_tot_ev=-102631.26323
Tl 0.02632 -0.21289 0.36251
S -3.88419 -1.02957 -2.47651
O -4.77811 -1.94794 4.61232
O 0.15548 -2.25342 1.50900
O 3.98615 5.43340 6.48534
O 0.79547 1.38810 -8.70440
O -0.58159 -3.05655 3.45842
O -8.29057 1.69332 1.21448
O -2.77095 -2.84733 4.90475
O 6.31217 -6.43797 0.31419
N 2.01586 -0.04479 1.40883
N -2.21166 -1.29565 0.90483
N -0.53852 1.46217 1.64012
N -2.15477 -2.93726 -1.60147
N -1.08743 0.95267 -1.14196
N 1.28899 -0.79769 -1.30932
N -1.76990 -2.21566 -3.61693
N -3.50959 -0.99356 0.77412
C 2.36951 -1.60258 -1.13672
C 0.29871 0.64259 -4.63953
C -1.79784 1.98438 1.59616
C 4.30429 -5.39273 -0.26646
C 1.43705 1.62173 3.12773
C -1.95735 2.79869 2.79681
C 1.79891 3.94356 3.93156
C 0.27574 -0.06719 -6.95246
C 2.11204 -1.27439 -3.34547
C -2.58249 -2.08581 -2.55260
C -4.19885 -1.29767 1.87992
C 5.21294 -2.94312 0.63660
C 3.36904 -1.45875 2.58069
C 0.15414 0.35445 -3.18565
C 0.64463 1.21364 -7.36343
C 1.15693 2.67750 -9.16190
C 3.54469 6.77720 6.48439
C 0.83673 2.20905 -6.41185
C -0.78570 2.79164 3.45782
C -6.95816 1.78969 0.96276
C 7.59835 -6.38613 0.90334
C -2.06501 -1.79528 2.12575
C 0.14460 1.93551 2.72939
C -2.55342 2.41109 -2.03489
C 6.04858 -4.05081 0.71279
C -4.13699 1.99541 0.65034
C 0.11330 -0.34128 -5.61097
C -3.68111 -2.21333 4.18577
C 2.99393 -1.88864 0.12327
C 3.49213 -4.28350 -0.33548
C 1.10787 -0.56360 -2.63748
C 3.77588 3.23969 5.69622
C 0.66478 1.91156 -5.06506
C -1.75136 2.00334 -3.04488
C 3.35719 4.56722 5.64653
C -6.37554 1.66235 -0.28953
C 2.12927 0.43167 2.65399
C -4.99574 1.75204 -0.42532
C -2.12312 1.72514 -0.83214
C -9.12717 1.29299 0.14565
C 2.37889 4.92172 4.72838
C -4.76212 2.06965 1.90779
C -3.30251 -1.82120 2.79790
C 2.12226 2.58861 4.03107
C -2.65968 1.90792 0.49483
C 2.87881 -1.94014 -2.41487
C -0.80867 1.05779 -2.49419
C 5.58835 -5.28699 0.27121
C 2.80338 -1.18108 1.28995
C 3.18385 2.28525 4.89924
C 2.97487 -0.46579 3.41374
C -0.84428 -3.49320 -1.92130
C -0.71684 -2.40918 2.42043
C -0.76336 -3.25211 -3.43896
C -6.12798 1.99015 2.06376
C 3.92402 -3.03741 0.13147
H -0.05614 -2.96136 -1.37977
H 4.13419 7.29081 7.23875
H 3.71268 7.25021 5.51365
H -8.78428 0.35268 -0.29302
H 8.25363 -5.69435 0.36877
H 0.83317 2.68589 -4.32762
H 5.58946 -1.97782 0.95142
H 1.24955 2.60013 -10.24152
H 0.38797 3.41353 -8.91502
H -0.57862 3.28450 4.39086
H -1.91653 -2.98043 4.39532
H 1.12570 3.20822 -6.69792
H -3.32046 3.16291 -2.08049
H 3.15285 -0.43649 4.47133
H -9.17255 2.06069 -0.63170
H -1.01442 -4.15119 -4.00831
H -10.11713 1.15351 0.57179
H -5.25899 -1.13731 1.96290
H 3.74911 -2.54693 -2.59716
H -3.86651 -0.72524 -0.14408
H 4.58245 2.97571 6.36504
H 7.53731 -6.09168 1.95421
H -0.16150 -1.34384 -5.30784
H 8.00480 -7.39142 0.83126
H 2.48915 -4.37891 -0.73077
H 2.11333 2.99507 -8.73983
H -1.79184 2.32056 -4.07135
H -0.79843 -4.55023 -1.66483
H 3.94312 -2.32951 2.84330
H -6.96990 1.46717 -1.16910
H 3.58027 1.29086 4.96092
H -2.02712 -1.80415 -4.49873
H 2.26215 -1.25485 -4.41085
H 7.04131 -3.93407 1.11681
H 2.48428 6.84296 6.74195
H -2.81544 3.38870 3.06129
H 0.22085 -2.89666 -3.74331
H 3.96321 -6.35964 -0.60683
H 0.12787 -0.83029 -7.70328
H -4.59969 1.57071 -1.41065
H -6.57152 2.03679 3.04866
H 1.10658 4.27129 3.16831
H -2.44464 -2.80529 -0.64721
H -4.18011 2.12841 2.81278
H 2.07722 5.94963 4.59742



Entry 2:
58
Properties=species:S:1:pos:R:3 method="wB97M-V/def2-TZVPD" e_homo_ha=-0.1059 e_above_lowest_ev=0.000 homo_lumo_gap_ev=3.674 total_charge=-1 e_tot_ev=-45765.68048
P 3.25194 -5.25218 0.16970
O 2.46935 -2.08289 -2.15417
O 3.53567 2.06517 -1.00386
O 2.84959 0.90299 0.67609
O -2.74164 4.01272 -0.90943
O -3.18782 2.02958 -1.61395
N -3.29815 2.93512 -0.81495
N 2.81435 1.87846 -0.04280
C 0.73669 4.97438 -0.25488
C 4.35864 -1.65628 -0.58235
C -5.82354 2.30784 2.51173
C -2.15549 -2.66536 -0.10069
C 0.02772 -3.02831 -0.96636
C -2.00874 -1.33587 -0.43723
C -1.11638 -3.53018 -0.38743
C -5.62761 1.28921 1.58894
C 1.47346 -1.13378 -1.89402
C -5.18028 3.52843 2.35191
C 0.02432 3.68237 1.64722
C 0.98678 2.72692 1.36439
C 3.61207 -3.98355 -1.23303
C 1.81143 2.90741 0.26952
C 3.13066 -2.54999 -0.95732
C -0.10316 4.80200 0.83691
C -4.79464 1.49054 0.49951
C 1.70330 4.02279 -0.54222
C 0.19542 -1.70018 -1.28872
C -4.34398 3.73492 1.26627
C -0.86458 -0.84613 -1.01343
C -4.16638 2.71352 0.35017
H 1.91818 -5.58477 -0.38642
H -6.12668 0.33810 1.71665
H -6.48028 2.15049 3.35807
H 3.82766 -6.31205 -0.68880
H 2.35582 4.15587 -1.39306
H -5.33300 4.32048 3.07299
H -0.63115 3.55116 2.49848
H -0.86307 5.54143 1.05651
H 2.71254 -4.22246 1.07313
H 4.66824 -4.03426 -1.52483
H -4.64517 0.69741 -0.21914
H 0.86106 -3.70169 -1.16486
H -0.79471 0.21805 -1.24205
H 5.26982 -2.25655 -0.52063
H 4.46076 -0.77722 -1.22842
H -3.04343 -3.06485 0.38384
H 1.17638 -0.72848 -2.87638
H -1.14099 -4.59226 -0.15898
H 1.84393 -0.26500 -1.32416
H 4.61740 -5.03668 0.71829
H 1.08188 1.85317 1.99340
H 3.03911 -4.33271 -2.11025
H 2.46398 -2.49914 -0.08558
H -2.83929 -0.66777 -0.20673
H -3.84389 4.68491 1.14344
H 0.63508 5.84763 -0.88518
H 4.20287 -1.26884 0.43422
H 3.03794 -6.25365 1.23093



Entry 3:
96
Properties=species:S:1:pos:R:3 method="wB97M-V/def2-TZVPD" e_homo_ha=-0.3258 smiles="CC1(C)CCCC(C)(C)N1O.CC1(C)CCCC(C)(C)N1O.NC(N)=O.NC(N)=O.NC(N)=O.O.O.O.O" e_above_lowest_ev=0.000 homo_lumo_gap_ev=9.540 e_tot_ev=-53067.89496
O -1.12359 5.37850 2.23306
O -0.90292 0.79521 -1.29666
O 0.78413 2.24471 2.62800
O 0.64320 1.93268 6.07806
O 2.09322 -1.27279 2.57695
O -1.39571 -1.07961 1.56844
O -1.66467 -1.97513 -1.45287
O -1.46523 2.12811 4.23720
O 1.06472 -1.91991 0.27529
N 0.36607 -0.60885 3.95519
N -1.39731 1.90005 -2.12731
N 1.18960 -3.20489 -0.38283
N 2.59797 -0.27354 4.58156
N 0.15201 4.85614 4.03528
N -0.05112 2.99950 0.67488
N 1.13976 1.07522 0.70315
N -1.51436 6.31848 4.25047
C 1.73071 -0.70872 3.63227
C -3.30621 2.99230 -3.11204
C 2.22325 -5.66767 -1.17968
C 2.32721 -4.24803 1.66194
C 2.36842 -4.49759 -2.12192
C -1.20122 3.00918 -4.26980
C -3.35157 2.22164 -0.71326
C -0.65123 1.81877 -3.40948
C 0.80194 1.96232 -3.10199
C -3.46349 0.51287 -2.60870
C -2.65996 2.96884 -4.53558
C 1.83919 -2.05773 -2.37504
C -0.72536 0.43536 -4.20510
C -0.12548 -4.13625 1.46431
C 1.10156 -5.58094 -0.13771
C 1.17363 -4.22724 0.64290
C -2.86193 1.87545 -2.14981
C 3.71652 -2.60065 -0.92823
C 0.59777 2.12055 1.39369
C 2.29755 -3.11914 -1.40084
C -0.80121 5.53695 3.37570
H 0.13617 -5.75078 -0.63017
H 1.18046 1.05181 -2.79246
H -0.08131 -3.42335 2.22240
H -0.33453 2.80852 -0.24614
H 0.94753 2.72087 -2.35637
H 1.90152 -1.04365 -2.00079
H 3.19861 -5.97793 -0.71227
H -0.12047 -5.03710 2.06635
H 3.55507 -0.60628 4.54064
H 4.35736 -2.53462 -1.75153
H 0.63413 4.10837 3.50721
H 2.31817 -5.14703 2.18239
H 0.80905 1.01654 -0.24671
H -3.52895 0.52266 -3.67401
H 3.50465 -1.64181 -0.50380
H -1.24801 -0.06699 -1.55941
H 2.21006 -3.39529 2.26382
H -0.48125 0.65495 -5.25957
H 1.52833 -4.61447 -2.79048
H -4.44243 2.15846 -0.70708
H -2.20269 6.93446 3.77244
H -1.63530 -0.23675 1.10651
H -2.87580 1.63721 0.11889
H -4.36873 3.00662 -3.21152
H -2.86388 2.03137 -5.05393
H 0.00760 -0.29088 -3.81135
H -3.02336 3.21439 -0.44162
H 1.28520 0.18232 1.16361
H 1.39019 2.32076 5.57425
H -0.85034 2.31541 3.51123
H 1.24680 -6.30600 0.66758
H 2.10447 -6.58213 -1.75859
H -0.30944 3.89713 1.07929
H -1.02347 6.72363 5.02082
H -3.01951 3.80222 -5.11914
H 2.41164 -1.99400 -3.25155
H 1.63180 -1.91657 1.09351
H 1.32455 2.34756 -4.02778
H -0.89783 -2.59678 -1.23499
H -1.71559 -0.11133 -4.18253
H 3.36648 -4.54455 -2.65490
H 0.05109 4.62743 5.00809
H 4.20817 -3.23122 -0.25270
H -1.05672 3.92024 -3.65685
H -1.04343 -4.10980 0.95622
H -4.55610 0.46273 -2.29093
H 0.81255 -2.35268 -2.73358
H 2.27041 -0.11829 5.53464
H 0.15925 0.06166 4.67279
H -2.01280 2.92414 4.12714
H -3.13228 3.97181 -2.61369
H -0.22017 -0.48738 3.17978
H -0.54644 -1.37706 1.22027
H -0.08444 1.71786 5.44208
H 3.25115 -4.15098 1.14523
H -0.48988 3.11089 -5.09925
H -2.29792 -2.18591 -0.71571
H -2.88523 -0.32451 -2.29527



Entry 4:
52
Properties=species:S:1:pos:R:3 method="wB97M-V/def2-TZVPD" e_homo_ha="-0.0135 / -0.1499" e_above_lowest_ev=0.230 homo_lumo_gap_ev="2.866 / 6.574" total_charge=-1 e_tot_ev=-37664.13461 multiplicity=3
Pd -0.07868 -0.23364 -0.90205
Si -0.57391 4.63257 1.08256
O 0.38184 -2.24234 -0.60939
O -0.28350 3.06964 0.55097
C -2.02277 0.86751 1.14297
C 1.41645 -6.60827 -2.74197
C 0.69041 5.09355 2.37954
C -1.94243 -1.08256 -0.08689
C -2.35107 1.20690 -0.19806
C 0.23189 -7.14587 -2.21565
C -2.31233 0.01411 -0.99162
C -0.14332 -5.11009 -0.95164
C 1.99995 0.36761 0.96187
C -0.52745 5.73462 -0.41321
C -1.71941 -0.50808 1.21965
C 1.90800 0.41864 -0.50167
C 0.96906 2.41066 0.40048
C 1.58233 -3.30980 -0.92446
C -2.28179 4.59474 1.84004
C 1.20211 -2.83562 0.42471
C -0.54905 -6.39123 -1.33360
C 1.07507 -4.58234 -1.42759
C 1.37516 1.45780 1.49860
C 1.10261 1.54174 -0.85446
C 1.82663 -5.33363 -2.36139
H 2.43935 -2.84013 -1.42858
H 2.55863 -0.39068 1.50214
H -2.06584 1.54422 1.99111
H 2.03105 -7.18940 -3.43267
H 1.91252 -2.17176 0.91435
H -1.22682 5.37616 -1.17878
H -2.05743 -2.12918 -0.32748
H 0.63442 -3.52435 1.05326
H -0.08075 -8.15000 -2.49953
H 0.47544 5.76680 -0.85895
H 1.03256 2.01746 -1.83050
H -2.28405 4.03033 2.78321
H -2.66671 2.18681 -0.54661
H -1.47762 -1.07020 2.12010
H 0.60533 4.44213 3.26061
H -0.75182 -4.51952 -0.26463
H 2.49856 -0.15920 -1.20979
H 1.77917 3.16589 0.31681
H 1.71767 5.02557 1.99664
H -3.01544 4.13672 1.16239
H -2.60730 5.62212 2.05716
H -1.47443 -6.80387 -0.92400
H -0.81274 6.76009 -0.13946
H 0.51506 6.12941 2.70859
H 2.74938 -4.89508 -2.74578
H -2.67118 -0.12158 -2.01194
H 1.26719 1.73459 2.54462



Entry 5:
94
Properties=species:S:1:pos:R:3 method="wB97M-V/def2-TZVPD" e_homo_ha=-0.3579 smiles="O=[N+]([O-])c1ccccc1.O=[N+]([O-])c1ccccc1.O=[N+]([O-])c1ccccc1.O=[N+]([O-])c1ccccc1.O=[N+]([O-])c1ccccc1.O=[N+]([O-])c1ccccc1.ClCCl.ClCCl" e_above_lowest_ev=1.311 homo_lumo_gap_ev=8.699 e_tot_ev=-123539.62424
Cl 5.66302 0.78736 5.92810
Cl 3.32554 -0.82836 6.89302
Cl 0.76179 2.69246 -4.01668
Cl -1.12035 0.85237 -2.70973
O -5.03216 -7.32933 -2.93104
O 1.85502 1.07775 2.60302
O -7.22089 -5.34997 3.14077
O 3.46827 4.63411 -0.02472
O 1.37773 -1.87840 -3.81314
O -3.83957 -7.21518 -4.78348
O -1.97691 6.40486 -2.10930
O 1.93448 -2.03103 -1.72713
O -1.52503 4.39013 -2.62015
O 3.14156 3.86060 1.91738
O 0.85524 0.36215 4.36900
O -7.90999 -4.06167 4.76870
N 3.86112 3.94606 0.89890
N -1.61346 5.28540 -1.79749
N 1.99017 -1.48386 -2.84669
N 0.93300 0.48338 3.15555
N -7.46338 -4.24238 3.65177
N -4.11230 -6.93222 -3.62279
C 6.49259 1.26079 1.43785
C -7.35282 -1.81079 3.30032
C 0.11931 -0.24527 0.89424
C 3.91361 0.64879 5.96082
C 5.27331 1.95482 1.52595
C 7.26717 2.83283 -0.33082
C 0.19059 3.48020 1.02922
C 3.85710 0.00754 -2.05868
C -0.67009 1.62733 -4.24855
C -2.61272 -6.10789 -1.67494
C -6.20841 -0.77453 1.40729
C -1.90569 -1.42817 0.65264
C 4.85752 0.91335 -2.27115
C -6.44356 -3.20396 1.59048
C 3.26570 0.11945 -4.35508
C -0.23439 4.28218 2.14925
C -3.06397 -5.98474 -3.02622
C -1.15853 5.38686 2.01499
C -1.20817 4.93170 -0.38672
C -1.56102 5.72364 0.74109
C -1.75030 -5.24057 -1.07887
C 7.50546 1.75915 0.53764
C -0.79128 -0.90624 0.06616
C -0.08317 -0.14255 2.26267
C -2.54370 -4.96455 -3.77889
C -1.27515 -4.23115 -1.88089
C -6.00706 -2.02978 0.91417
C -2.17623 -1.29174 2.02568
C 3.07355 -0.44694 -3.08724
C 5.09893 1.41619 -3.52577
C -1.21221 -0.73083 2.85075
C -6.87684 -0.70943 2.61525
C 4.27908 1.06876 -4.60203
C -1.56142 -4.13014 -3.22488
C 5.10322 3.16322 0.75280
C -0.38526 3.83235 -0.18614
C -7.11330 -3.06069 2.83565
C 6.07885 3.59260 -0.12537
H -0.58266 -0.98512 -0.99056
H 4.54425 1.63349 2.25508
H -1.03146 -3.40031 -3.81892
H 0.91514 2.69382 1.18102
H -0.02502 3.28551 -1.04497
H 6.62174 0.34173 1.99015
H 5.54696 1.16321 -1.47828
H -2.91388 -6.97699 -1.10894
H -1.46881 -5.36838 -0.04406
H 8.40670 1.18810 0.37013
H 2.70524 -0.26843 -5.19283
H -2.67735 -4.78111 -4.83477
H -0.44914 0.85485 -4.98514
H 7.94276 3.19580 -1.09123
H -1.48364 2.27032 -4.58442
H -2.62337 -1.94802 0.03532
H -0.51933 -3.59158 -1.44950
H 3.51793 0.55501 4.94951
H -5.89095 0.11015 0.87535
H -6.21266 -4.19960 1.24151
H 5.88916 4.49442 -0.68853
H 0.98975 0.09911 0.35560
H -2.08847 6.65187 0.57798
H 5.95875 2.05848 -3.64645
H -5.52418 -2.16796 -0.04193
H -1.28717 6.04412 2.86227
H -7.89761 -1.62807 4.21477
H -1.40696 -0.62794 3.90805
H -7.11692 0.31426 2.86191
H -3.14751 -1.60486 2.37918
H 0.15757 4.02894 3.12323
H 3.74475 -0.40251 -1.06588
H 3.45023 1.51455 6.43393
H 4.42249 1.46742 -5.59546



Entry 6:
16
Properties=species:S:1:pos:R:3 method="wB97M-V/def2-TZVPD" e_homo_ha=-0.3529 smiles="CN(C=O)CCO" e_above_lowest_ev=1.417 homo_lumo_gap_ev=10.332 e_tot_ev=-9878.64333
O -1.27738 -1.83265 -0.29102
O 0.41017 1.34416 2.01937
N 0.53179 0.42050 -0.05586
C -0.95438 0.53962 -0.09171
C 1.07239 0.91759 1.09434
C -1.64340 -0.70143 0.46716
C 1.44889 -0.03257 -1.11550
H -2.73388 -0.61186 0.39862
H -0.31336 -1.80983 -0.30228
H 1.23415 0.40893 -2.09371
H -1.24255 1.39549 0.53285
H -1.28209 0.72982 -1.11543
H -1.39632 -0.82843 1.53375
H 2.17780 0.91225 1.11998
H 1.49423 -1.12455 -1.24196
H 2.47394 0.27295 -0.85858